No. 1
Molecular formula: H16NO6
Method: DFT, ωB97M-V with the def2-TZVPD basis set

gap between HOMO and LUMO	10.979	eV
spin multiplicity	1
net charge	+1
maximum force	7.49	eV Å⁻¹
total energy	-515.46013	Ha

Geometry (Å):
N  0.288  -0.384  -0.137
H  -0.588  -1.005  -0.128
H  0.735  -0.282  -1.083
H  1.106  -0.576  0.257
H  -0.023  0.467  0.020
O  3.528  -0.696  0.468
H  4.235  0.146  0.912
H  3.400  -1.473  1.111
O  2.165  1.885  -0.922
H  1.963  2.502  -1.656
H  3.064  1.617  -1.089
O  -1.013  -0.560  2.577
H  -0.497  -1.182  3.255
H  -1.166  0.257  2.940
O  -1.956  -0.318  -2.281
H  -1.658  0.576  -2.446
H  -2.444  -0.264  -1.470
O  -1.246  2.346  -1.865
H  -2.046  2.793  -2.355
H  -1.534  2.630  -0.894
O  -1.986  -3.172  1.348
H  -2.855  -2.704  1.397
H  -1.462  -2.602  2.044

Cartesian forces, eV/Å:
-2.929 -3.834 -5.726
2.173 0.200 0.058
-1.408 -0.271 -0.051
4.077 -1.583 3.985
-1.492 5.505 1.567
2.140 2.379 2.572
-3.393 -4.525 -1.564
1.023 2.072 -0.958
-0.851 0.426 -0.600
0.072 -0.425 0.622
0.544 -0.220 -0.048
2.346 -5.406 0.039
-1.736 2.642 -1.864
-0.436 2.901 1.958
0.581 -0.865 -0.251
0.081 0.524 0.000
-0.740 0.073 0.440
-3.402 2.427 1.949
2.313 -1.196 0.923
1.134 -0.873 -2.861
0.710 2.628 2.051
0.776 -0.750 -0.163
-1.584 -1.828 -2.077



No. 2
Molecular formula: H16O8
Method: DFT, ωB97M-V with the def2-TZVPD basis set

gap between HOMO and LUMO	10.899	eV
SMILES string	O.O.O.O.O.O.O.O
spin multiplicity	1
net charge	0
maximum force	0.54	eV Å⁻¹
total energy	-611.51631	Ha

Geometry (Å):
O  -0.359  0.936  -0.098
H  0.112  1.564  -0.663
H  0.032  0.073  -0.310
O  1.568  2.641  -1.638
H  2.417  2.188  -1.678
H  1.791  3.564  -1.470
O  0.960  -1.694  -0.457
H  0.394  -2.389  -0.830
H  1.804  -1.775  -0.915
O  -0.353  4.046  -3.532
H  -0.595  4.781  -2.962
H  0.222  3.479  -3.000
O  -1.822  -2.262  -0.998
H  -2.673  -2.669  -0.807
H  -1.724  -1.619  -0.280
O  -0.447  0.650  2.842
H  -0.323  0.792  1.889
H  -0.589  1.535  3.190
O  -1.834  -1.834  1.986
H  -1.106  -1.197  2.044
H  -1.431  -2.654  1.682
O  1.533  -2.560  2.284
H  1.096  -3.416  2.307
H  1.329  -2.179  1.415

Cartesian forces, eV/Å:
0.077 -0.237 0.060
0.011 -0.016 0.109
0.035 0.137 -0.071
0.033 0.168 -0.012
-0.046 -0.031 -0.049
0.027 -0.065 0.098
0.012 -0.193 -0.103
-0.163 0.215 -0.030
-0.025 0.020 0.040
0.118 0.016 0.025
-0.040 -0.043 0.002
-0.114 -0.031 -0.088
0.221 0.011 0.116
0.010 -0.041 -0.067
-0.225 0.016 -0.004
0.147 -0.020 -0.257
-0.004 0.237 -0.066
-0.082 -0.064 0.082
0.058 0.021 -0.475
-0.154 -0.044 0.511
0.055 0.008 0.156
-0.008 0.093 -0.076
0.027 0.009 -0.014
0.029 -0.166 0.112



No. 3
Molecular formula: H16O8
Method: DFT, ωB97M-V with the def2-TZVPD basis set

gap between HOMO and LUMO	10.607	eV
SMILES string	O.O.O.O.O.O.O.O
spin multiplicity	1
net charge	0
maximum force	4.26	eV Å⁻¹
total energy	-611.41398	Ha

Geometry (Å):
H  -0.801  1.100  0.377
H  0.547  0.489  0.608
H  3.051  -3.244  -0.393
H  2.024  -2.248  -0.355
H  -1.690  -1.385  3.872
H  -2.579  -0.255  3.951
H  -2.768  -2.755  -1.793
H  -2.560  -1.914  -2.931
H  2.836  3.637  -0.220
H  1.304  4.013  -0.101
H  1.246  0.766  -1.171
H  -0.390  0.675  -1.127
H  4.948  -1.796  1.284
H  4.438  -0.387  1.235
H  -5.340  2.106  0.149
H  -4.764  0.920  -0.709
O  -0.343  0.235  0.450
O  2.784  -2.401  -0.850
O  -2.664  -1.173  3.990
O  -2.817  -2.830  -2.715
O  2.082  4.251  -0.527
O  0.423  1.118  -1.563
O  5.175  -0.886  1.074
O  -4.578  1.721  -0.194

Cartesian forces, eV/Å:
0.232 -0.693 0.620
1.157 0.293 0.318
0.170 1.008 -1.056
-2.549 0.968 1.074
-1.737 -0.273 0.211
-0.464 2.630 -0.040
-0.048 -0.478 2.374
-0.138 -0.588 -0.556
-2.151 1.469 -0.643
-2.000 -0.939 1.249
-1.027 -0.014 -0.524
2.942 0.532 -1.498
-0.048 0.094 -0.067
-2.922 1.865 0.600
-2.230 0.600 0.645
-0.406 0.623 0.455
-2.539 -0.258 1.824
2.274 -2.014 -0.007
2.191 -2.359 -0.190
0.202 1.071 -1.813
4.186 -0.496 -0.636
-0.812 0.122 -0.727
3.042 -1.925 -0.520
2.674 -1.238 -1.095



No. 4
Molecular formula: H16O8
Method: DFT, ωB97M-V with the def2-TZVPD basis set

gap between HOMO and LUMO	8.592	eV
SMILES string	O.O.O.O.O.O.O.O
spin multiplicity	1
net charge	0
maximum force	4.37	eV Å⁻¹
total energy	-611.37991	Ha

Geometry (Å):
H  0.497  0.158  1.152
H  1.602  -0.104  0.141
H  1.447  -2.549  -3.129
H  -0.035  -2.222  -3.051
H  2.266  -1.172  4.252
H  1.456  -2.221  4.997
H  -2.380  1.825  -1.209
H  -3.678  2.519  -1.587
H  0.468  4.564  -1.795
H  0.622  3.129  -1.319
H  1.014  -0.354  -1.846
H  -0.409  -0.821  -1.588
H  -0.064  -2.912  0.470
H  -1.563  -2.890  0.220
H  -1.673  1.957  1.085
H  -1.257  0.726  0.297
O  1.008  0.587  0.456
O  0.837  -1.826  -2.946
O  2.062  -2.114  4.256
O  -3.290  1.949  -0.914
O  0.999  4.009  -1.213
O  0.467  -0.797  -1.187
O  -0.909  -3.071  0.905
O  -0.965  1.308  1.007

Cartesian forces, eV/Å:
0.310 0.209 -0.070
-0.097 0.282 0.383
0.031 -0.049 -0.279
0.170 -0.085 -0.103
0.003 -0.072 -0.067
0.032 -0.047 -0.106
-0.034 0.100 0.015
-0.053 -0.033 0.093
0.109 0.026 0.071
0.145 -0.076 0.285
-0.330 -0.138 0.295
0.319 0.023 0.102
0.036 0.098 0.053
0.034 -0.038 0.141
-0.197 -0.081 0.205
0.178 0.002 0.148
2.761 0.450 1.424
0.775 -2.372 -3.584
-0.031 0.130 0.139
0.110 0.004 -0.168
-0.214 0.030 -0.259
-1.920 0.693 1.239
-0.061 0.010 -0.209
-2.073 0.936 0.253



Energy above the lowest of the compared OMol25 structures with the same formula, charge and spin list, top to bottom, in kcal/mol: 105.8 41.6 105.8 127.2